Below is the molecule C23H30N2O7S, with properties calculated with ωB97M-V/def2-TZVPD.

Geometry as ORCA input:
```
! wB97M-V def2-TZVPD RIJCOSX def2/J DEFGRID3
* xyz 0 1
C 1.0875 3.6139 -2.8672
O -2.2403 2.1931 -4.5568
H 0.6669 -2.0021 1.8974
C -0.4559 1.8262 -3.0851
C 0.4094 -3.8092 2.9327
C 1.0908 1.4651 1.3107
H 3.7528 -3.8515 3.4320
O 1.8533 -0.7759 -0.4175
C -3.4007 1.7687 -5.2322
O -2.2739 1.3250 -0.0752
S 0.4597 -1.1054 -0.5176
N -0.2937 -0.4134 0.8234
C 0.3739 3.7092 0.8831
C 2.4254 -4.9259 2.0595
H -1.5867 3.9502 0.1101
H -3.2044 0.8922 -5.8571
H 1.0116 3.6842 -1.7772
C 0.2149 1.0256 -2.1784
H 1.6623 -4.3241 4.6157
H -2.1733 -1.2777 0.3826
H 1.5681 -2.5824 4.3173
H -2.8877 2.7728 -1.4303
C -1.1178 1.8758 0.4069
H 1.9640 3.0155 -3.1325
H -3.6487 2.8589 0.1867
H -1.7683 -1.7123 -2.2099
H -2.9814 -0.3285 -3.8623
H 3.3295 1.9690 2.9902
O 0.1039 -2.4922 -0.5504
H 2.6271 -5.8383 2.6237
C 2.8129 -3.7111 2.8992
H 2.9776 -4.9744 1.1230
H 2.9053 -2.8320 2.2590
H 4.4444 3.1631 2.2808
C -0.8504 3.2389 0.4473
N -0.0373 -2.5536 2.3655
O -2.2606 -2.9763 2.4106
C 1.6201 -3.5595 3.8392
H 3.8464 1.8075 1.2884
H 1.8205 0.7375 1.6209
O 2.5492 3.3810 1.6837
H 1.1197 1.3436 -1.6893
H 1.1879 4.6112 -3.2917
C 3.5907 2.5177 2.0803
H -3.6906 2.6050 -5.8659
C -0.2809 -0.2337 -1.8776
C -1.4198 -0.7256 -2.4668
H -2.0909 -0.3192 1.8635
H 0.5809 4.7673 0.8954
C 0.9168 -4.7660 1.8300
H -0.4478 -4.2178 3.4723
C -1.3162 -2.3051 2.0498
C -2.0918 0.0600 -3.3945
C -1.6364 1.3337 -3.6993
C -1.5376 -1.0206 1.2360
H -4.0648 1.5338 -0.9263
C -0.1333 0.9866 0.8665
C 1.3658 2.8274 1.3061
H 0.7165 -4.3161 0.8574
H 0.4007 -5.7235 1.8695
C -3.2627 2.1865 -0.5859
H -4.2139 1.5444 -4.5344
O -0.0890 3.0824 -3.4347
*
```

Properties
SMILES = COc1ccc(OC)c(N(CC(=O)NC2CCCC2)S(=O)(=O)c2ccc(OC)c(OC)c2)c1
Relative energy (zero: lowest compared OMol25 entry of this formula, charge and spin) = 18.9 kJ/mol
Calculated total energy = -1928.77304 Ha



Below is the ion C23H30N3O with charge +1, with properties calculated with ωB97M-V/def2-TZVPD.

Geometry as ORCA input:
```
! wB97M-V def2-TZVPD RIJCOSX def2/J DEFGRID3
* xyz 1 1
C 1.3180 -1.9494 -0.0067
C 3.4099 -1.7179 0.7760
C 0.4438 0.4781 0.1827
H 2.6998 3.2728 -0.1322
C 2.1667 1.7016 -1.5347
H 5.1613 -2.9193 0.9821
C 2.4438 3.1679 -1.1988
H -4.4815 -3.4253 0.4965
H 0.4523 -2.5310 -0.3507
H -2.8164 -2.8368 1.4637
C 3.5442 0.6590 1.3074
C 0.0072 2.8139 -1.2835
H -6.1864 -3.0028 0.1328
H -4.1590 1.1318 0.4567
H 2.1624 -4.4221 -0.6598
H 5.5180 1.3066 1.9024
C 5.5060 -0.8084 1.4874
C 4.8974 0.4602 1.5921
H -5.6471 -3.1601 1.8295
C 4.7423 -1.9230 1.0710
C 1.1131 3.9036 -1.4298
H 0.2673 0.8190 -1.7965
H 0.9359 4.6894 -0.6693
N 0.7137 1.4419 -1.1138
H -0.5724 3.0018 -0.3789
H -2.1109 1.5534 -3.3439
C 2.7019 -4.0632 0.2249
C -1.2953 -1.3646 1.0660
C -3.6943 -0.9532 0.8667
C -2.0429 0.7898 0.4278
H 2.9148 1.0266 -1.0965
C -5.3343 -2.8110 0.8247
H 3.0620 1.6348 1.4509
H 0.6508 1.2896 0.9604
N -4.9945 -1.3994 0.8283
H 1.0517 4.4184 -2.4153
H -5.8553 0.4618 1.2489
H -0.4073 3.2121 -3.4051
H -0.5589 -2.0576 1.4895
N 2.4718 -2.6304 0.3112
C 2.8081 -0.4294 0.8078
H -1.7184 3.5573 -2.2477
C -0.9776 -0.1065 0.4946
H -6.8417 -0.9360 1.7098
C -3.3744 0.4021 0.6048
H -1.8502 1.8707 0.3109
C -2.6142 -1.8117 1.1633
C 1.4868 -0.5939 0.2620
C -0.9142 2.8457 -2.4907
O -1.4042 1.5139 -2.6832
H 6.5655 -0.9408 1.7345
H -6.7007 -0.4695 0.0080
H 3.2469 3.6273 -1.7962
H 3.7792 -4.2477 0.1129
H 2.3140 -4.5728 1.1247
H 2.1422 1.5760 -2.6287
C -6.1468 -0.5430 0.9492
*
```

Properties
SMILES = CN(C)c1ccc([C@@H](c2cn(C)c3ccccc23)[N@@H+]2CCC[C@H]2CO)cc1
Relative energy (zero: lowest compared OMol25 entry of this formula, charge and spin) = 176.6 kJ/mol
Calculated total energy = -1133.66190 Ha



Below is the molecule C23H30N4O4, with properties calculated with ωB97M-V/def2-TZVPD.

Geometry as ORCA input:
```
! wB97M-V def2-TZVPD RIJCOSX def2/J DEFGRID3
* xyz 0 1
H -2.3130 -0.5928 1.0746
C 3.9654 -2.7880 4.4482
H 3.8254 -0.7304 3.8172
C -2.7891 -1.1602 -2.0741
C -4.3769 0.6474 -2.1125
H -2.5349 3.5960 -4.5851
C -1.4513 2.8727 -2.8928
C 1.6647 -3.1463 2.8956
C -3.6217 1.6587 -2.9814
C -0.6085 4.5115 -4.4424
H -1.2046 -2.5892 -1.7923
H -2.3433 -0.7030 -2.9603
H 3.8149 -4.8735 4.8650
C 1.5218 6.2297 -5.1834
H 1.3903 5.6427 -6.0984
H 2.4596 6.7802 -5.2420
O 5.0895 -2.7426 5.2151
H 1.6740 3.8763 -2.0469
H 6.6995 -1.7725 5.8631
C 4.9611 -0.6785 6.5240
H -2.2193 1.4841 -1.5768
H -5.0350 1.2250 -1.4556
N -2.3150 -2.3955 -0.0460
C 0.7462 3.8053 -2.5918
C -0.2326 -2.5201 1.3966
C -1.7000 -1.8007 -1.2206
C 5.7114 -1.5016 5.4805
C -3.0022 -1.3765 0.7289
H 5.8466 -0.9292 4.5545
C 0.5815 4.5960 -3.7303
C 2.2359 -4.2215 3.5753
H 0.1987 -4.3500 2.1572
N -2.4365 2.0001 -2.4256
H 1.8286 -1.0575 2.4774
H 5.5082 0.2372 6.7309
H -0.9557 -1.0380 -0.9504
C 3.3954 -1.7180 3.7675
C 3.3673 -4.0456 4.3388
H -4.8202 -1.5101 -0.4240
H -3.4986 -1.9393 -2.4012
C 2.2580 -1.8958 2.9989
O 1.6343 5.4048 -4.0507
O -4.0837 2.0940 -4.0144
H -1.0344 -4.0071 0.0704
N -3.4659 -0.1328 -1.2996
N 0.5086 -3.3879 2.1375
H 4.8666 -1.2497 7.4441
H -2.0200 -3.7083 1.5155
H -0.1153 2.3473 -1.2974
C -1.4260 -3.2254 0.7312
O 0.0076 -1.3391 1.2708
C -4.0856 -0.7390 -0.1362
H -0.7712 5.1062 -5.3271
H -4.5979 0.0373 0.4371
H 0.6929 6.9385 -5.0851
C -1.6159 3.6576 -4.0266
H -3.4626 -1.8513 1.5991
H -5.0151 0.0344 -2.7679
H 3.9637 -0.4236 6.1746
C -0.2553 2.9559 -2.1792
H 1.7870 -5.2025 3.5032
*
```

Properties
SMILES = CCOc1ccc(NC(=O)CN2CCN(CC(=O)Nc3ccc(OC)cc3)CC2)cc1
Relative energy (zero: lowest compared OMol25 entry of this formula, charge and spin) = 128.3 kJ/mol
Calculated total energy = -1414.43147 Ha